No. 1
{
  "formula": "C51H43InN6O4P2S",
  "method": "ωB97M-V/def2-TZVPD",
  "e_lumo_ev": -0.5,
  "orbital_gap_ev": 6.8898,
  "max_force_ev_per_a": 2.01,
  "relative_energy_kcal_mol": 45.52,
  "elements": ["In", "S", "P", "P", "O", "O", "O", "O", "N", "N", "N", "N", "N", "N", "C", "C", "C", "C", "C", "C", "C", "C", "C", "C", "C", "C", "C", "C", "C", "C", "C", "C", "C", "C", "C", "C", "C", "C", "C", "C", "C", "C", "C", "C", "C", "C", "C", "C", "C", "C", "C", "C", "C", "C", "C", "C", "C", "C", "C", "C", "C", "C", "C", "C", "C", "H", "H", "H", "H", "H", "H", "H", "H", "H", "H", "H", "H", "H", "H", "H", "H", "H", "H", "H", "H", "H", "H", "H", "H", "H", "H", "H", "H", "H", "H", "H", "H", "H", "H", "H", "H", "H", "H", "H", "H", "H", "H", "H"],
  "positions_angstrom": [[-0.343, -0.528, -0.128], [-0.513, 3.497, 0.819], [-0.494, 0.389, -4.336], [1.306, -2.094, 1.429], [-1.069, 3.424, 2.144], [-1.950, -1.205, 7.745], [-1.897, 0.738, -1.139], [0.755, 4.143, 0.654], [-2.798, -2.431, 1.088], [0.517, -1.952, -1.612], [-0.511, 2.001, 0.091], [-0.126, 0.364, 2.402], [-1.530, -0.477, 5.647], [-1.455, 0.985, 7.506], [1.261, 1.361, 4.054], [-0.333, 2.788, -2.938], [-1.997, -1.703, 0.681], [0.927, 1.112, 2.737], [1.037, -2.686, 3.123], [-0.100, -3.442, 3.421], [-1.543, 2.262, 6.894], [1.843, -2.932, -3.139], [-3.899, -1.621, -3.117], [-3.447, 3.300, -1.733], [1.313, 1.173, -2.282], [-2.216, -0.075, -3.906], [-4.904, -0.776, -3.564], [-0.890, -0.129, 3.373], [-0.342, -3.852, 4.725], [1.987, -3.653, -1.927], [1.909, -2.330, 4.153], [-2.323, 3.766, 5.189], [-1.657, -0.277, 7.010], [5.331, -2.849, 1.407], [0.474, 0.840, 5.066], [0.284, 3.745, -2.149], [-0.847, 3.315, 7.474], [0.922, -1.930, -2.930], [-1.599, 1.861, -0.654], [1.164, -3.032, -1.026], [-2.306, 2.503, 5.757], [1.423, 3.424, -1.419], [-2.252, 5.455, -0.342], [-4.571, 0.415, -4.198], [3.630, -0.767, 0.727], [5.000, -0.625, 0.549], [3.965, -2.991, 1.583], [5.848, -1.667, 0.890], [0.538, -3.507, 5.743], [-0.647, 0.098, 4.724], [1.932, 2.138, -1.488], [-3.334, 5.659, -1.193], [-1.614, 4.827, 5.745], [3.104, -1.949, 1.240], [-1.647, 6.193, 5.105], [-3.235, 0.757, -4.373], [-2.362, 3.109, -0.901], [1.663, -2.746, 5.454], [0.164, 1.482, -3.013], [0.879, -3.502, 0.367], [-3.927, 4.598, -1.874], [-1.784, 4.164, -0.224], [-2.567, -1.279, -3.298], [0.395, -1.200, -4.147], [-0.890, 4.582, 6.906], [1.760, 0.188, -2.357], [-1.793, 6.274, 0.198], [2.962, 0.048, 0.470], [-1.457, 6.121, 4.032], [5.996, -3.662, 1.675], [2.355, -2.479, 6.243], [-3.721, 6.662, -1.325], [2.783, -1.728, 3.936], [-0.798, -3.716, 2.638], [-2.885, 1.707, 5.307], [3.563, -3.909, 1.998], [-4.150, -2.553, -2.626], [1.518, 1.524, 1.925], [0.741, 1.000, 6.103], [-0.180, -3.738, 0.507], [-5.944, -1.049, -3.429], [5.404, 0.296, 0.148], [1.267, -1.086, -4.791], [-0.334, 5.390, 7.370], [6.917, -1.562, 0.752], [2.121, 1.977, 4.288], [-1.798, -1.954, -2.939], [2.303, -3.160, -4.092], [-2.626, 6.662, 5.233], [2.597, -4.525, -1.738], [-4.767, 4.789, -2.529], [-1.756, -0.710, 3.067], [-5.350, 1.065, -4.577], [1.471, -4.385, 0.597], [-1.201, 3.062, -3.529], [-0.257, 3.137, 8.368], [0.332, -3.812, 6.761], [1.898, 4.173, -0.799], [-2.979, 1.679, -4.886], [-0.260, -1.876, -4.704], [-1.229, -4.430, 4.949], [-1.938, -1.356, 5.367], [-2.892, 3.922, 4.279], [-1.383, 0.978, 8.509], [2.837, 1.881, -0.949], [-0.899, 6.855, 5.542], [-0.121, 4.750, -2.105], [-3.889, 2.458, -2.253]]
}

No. 2
{
  "formula": "C2H6ClN3O",
  "method": "ωB97M-V/def2-TZVPD",
  "e_lumo_ev": 0.7,
  "orbital_gap_ev": 9.5277,
  "max_force_ev_per_a": 7.69,
  "relative_energy_kcal_mol": 73.09,
  "elements": ["Cl", "O", "N", "N", "N", "C", "C", "H", "H", "H", "H", "H", "H"],
  "positions_angstrom": [[-2.932, -0.371, -0.256], [1.109, -2.204, -0.257], [-0.059, -1.642, 0.140], [0.944, 1.601, -0.185], [0.959, 0.223, -0.349], [-1.418, 0.362, 0.201], [-0.071, -0.345, -0.098], [-0.791, -2.155, -0.222], [1.566, 1.723, 0.696], [1.503, 1.976, -0.923], [-1.235, 1.357, -0.348], [-1.423, 0.705, 1.276], [1.848, -1.229, 0.324]]
}

No. 3
{
  "formula": "C33H46AsGeN2RhSi3",
  "method": "ωB97M-V/def2-TZVPD",
  "charge": 4,
  "e_lumo_ev": [-11.9, -13.6],
  "orbital_gap_ev": [6.9122, 5.1808],
  "multiplicity": 5,
  "max_force_ev_per_a": 0.99,
  "relative_energy_kcal_mol": 59.11,
  "elements": ["Rh", "As", "Ge", "Si", "Si", "Si", "N", "N", "C", "C", "C", "C", "C", "C", "C", "C", "C", "C", "C", "C", "C", "C", "C", "C", "C", "C", "C", "C", "C", "C", "C", "C", "C", "C", "C", "C", "C", "C", "C", "C", "C", "H", "H", "H", "H", "H", "H", "H", "H", "H", "H", "H", "H", "H", "H", "H", "H", "H", "H", "H", "H", "H", "H", "H", "H", "H", "H", "H", "H", "H", "H", "H", "H", "H", "H", "H", "H", "H", "H", "H", "H", "H", "H", "H", "H", "H", "H"],
  "positions_angstrom": [[-1.049, 0.040, 0.197], [1.184, 0.031, -0.798], [-1.205, 0.065, 2.756], [0.898, -2.088, -2.250], [1.022, 2.315, -1.839], [5.131, -0.115, -0.474], [-2.693, -1.309, -0.080], [-2.684, 1.398, -0.047], [-5.915, -0.601, -1.788], [-3.793, 3.490, -0.347], [1.384, 3.774, 3.855], [-3.740, 0.771, -0.642], [-3.814, -3.386, -0.427], [-1.716, -2.549, 3.614], [5.096, 1.425, 0.508], [0.974, 3.455, -0.373], [-0.146, -4.362, 3.726], [-2.742, -2.631, 0.048], [-4.854, -2.750, -1.063], [0.807, -3.602, 3.050], [2.575, 2.429, -2.853], [5.679, -0.054, -2.211], [1.291, 1.586, 2.864], [0.510, -2.308, 2.669], [-2.725, 2.718, 0.106], [-0.681, -1.668, -3.141], [2.436, -1.979, -3.281], [-5.910, 0.750, -1.772], [2.028, 2.673, 3.290], [-0.747, 2.709, 3.567], [-3.745, -0.663, -0.661], [4.971, -1.723, 0.379], [-0.530, 2.191, -2.867], [0.839, -3.443, -0.988], [-1.401, -3.836, 4.014], [-4.835, 1.473, -1.155], [-0.105, 1.585, 3.022], [-0.749, -1.761, 2.967], [-4.844, -1.346, -1.190], [-4.838, 2.874, -0.996], [0.002, 3.792, 3.999], [1.843, -3.795, -0.745], [2.671, -0.958, -3.586], [1.782, -4.026, 2.849], [-5.676, 3.453, -1.366], [0.095, -5.372, 4.034], [-2.700, -2.149, 3.833], [6.781, -0.060, -2.158], [0.520, 4.407, -0.663], [-3.789, 4.558, -0.180], [-1.883, 3.177, 0.612], [1.985, 3.674, -0.025], [-2.672, 0.356, 3.050], [-3.817, -4.457, -0.281], [3.107, 2.673, 3.220], [-1.393, -1.076, -2.565], [-5.694, -3.317, -1.447], [6.116, 1.551, 0.902], [2.268, -2.545, -4.205], [-0.997, 3.181, -2.886], [-0.281, 1.926, -3.896], [-2.127, -4.430, 4.552], [0.417, 3.055, 0.476], [-0.486, 4.642, 4.457], [5.390, -0.925, -2.798], [0.352, -3.139, -0.061], [3.442, 2.700, -2.250], [1.795, 0.711, 2.467], [2.439, 3.225, -3.594], [0.287, -4.297, -1.392], [5.973, -1.951, 0.773], [-1.824, 2.724, 3.689], [-0.474, -1.145, -4.076], [3.296, -2.428, -2.782], [1.969, 4.618, 4.197], [4.297, -1.693, 1.235], [4.880, 2.308, -0.093], [-1.909, -3.101, 0.557], [4.704, -2.537, -0.294], [1.262, -1.706, 2.169], [2.786, 1.518, -3.416], [-6.736, -1.144, -2.238], [-1.280, 1.486, -2.509], [5.399, 0.866, -2.724], [-6.727, 1.309, -2.208], [-1.178, -2.612, -3.391], [4.425, 1.375, 1.365]]
}